Computed, not measured: C21H22ClN4O5Re as an isolated structure at a distorted geometry, with ωB97M-V/def2-TZVPD.

Properties
**HOMO (alpha / beta)**: -10.4 / -10.4 eV
**2S+1**: 2
**Orbital gap (alpha / beta)**: 6.640 / 5.552 eV
**⟨S²⟩**: 0.772
**Charge**: +1

Each line ends with the Mulliken charge.
Atoms and positions in Å:
Re (-0.278, -0.114, -0.157)  1.217
O (3.267, 1.733, 0.267)  -0.662
C (2.202, 1.319, -0.136)  0.173
N (1.048, 1.188, 0.611)  0.243
C (1.159, 1.720, 1.956)  -1.356
C (1.894, 0.791, 2.903)  1.132
C (2.469, 1.337, 4.071)  -1.228
C (2.952, 0.460, 5.123)  -0.090
C (3.085, -0.974, 4.766)  -0.168
C (2.696, -1.371, 3.378)  0.143
N (1.976, -0.468, 2.564)  -0.073
C (2.033, 0.866, -1.566)  0.453
C (3.000, 1.102, -2.518)  -0.623
C (2.761, 0.682, -3.819)  -0.379
C (1.572, 0.031, -4.107)  -0.850
C (0.657, -0.196, -3.093)  -0.134
N (0.881, 0.217, -1.842)  -0.074
H (0.159, 1.884, 2.367)  0.440
H (1.679, 2.681, 1.944)  0.495
H (2.532, 2.411, 4.180)  0.477
H (3.564, 0.862, 5.919)  0.557
H (3.810, -1.610, 5.259)  0.535
H (-0.784, -3.160, 1.220)  0.450
H (3.910, 1.602, -2.220)  0.556
H (3.495, 0.853, -4.595)  0.453
H (1.350, -0.318, -5.105)  0.446
H (-0.265, -0.740, -3.255)  0.499
O (2.939, -2.477, 2.953)  -0.581
Cl (0.032, -2.206, 1.687)  0.573
O (1.997, -0.525, 5.548)  -0.414
O (-0.913, -1.115, 2.027)  -0.459
O (0.623, -1.827, 0.257)  -0.602
C (-2.826, 1.251, 0.470)  -0.924
N (-1.899, 1.221, -0.687)  -0.436
C (-1.431, 2.601, -0.967)  -0.979
C (-2.636, 0.708, -1.878)  -1.047
C (-2.787, -0.780, -1.750)  1.535
C (-3.851, -1.468, -2.309)  -0.835
C (-3.887, -2.856, -2.246)  -0.622
C (-2.836, -3.530, -1.647)  -1.156
C (-1.774, -2.821, -1.091)  -0.859
C (-1.722, -1.421, -1.092)  0.241
H (-3.639, 1.957, 0.283)  0.395
H (-2.283, 1.564, 1.362)  0.262
H (-3.238, 0.255, 0.621)  0.359
H (-2.280, 3.225, -1.256)  0.428
H (-0.705, 2.580, -1.777)  0.337
H (-0.966, 3.016, -0.076)  0.285
H (-2.028, 0.960, -2.751)  0.396
H (-3.586, 1.243, -1.970)  0.463
H (-4.652, -0.928, -2.801)  0.453
H (-4.715, -3.402, -2.677)  0.404
H (-2.831, -4.612, -1.625)  0.447
H (-0.926, -3.403, -0.725)  0.702

Forces on atoms 1 to 2 (eV/Å):
-0.264 -0.071 -0.018
-0.091 0.085 0.085

=====

Computed, not measured: C3H8N2 as an isolated structure at a distorted geometry, with ωB97M-V/def2-TZVPD.

Properties
**HOMO**: -9.0 eV
**2S+1**: 1
**Orbital gap**: 9.410 eV

Each line ends with the Mulliken charge.
Atoms and positions in Å:
C (-0.479, -0.547, 1.567)  -0.778
C (0.675, 0.030, 0.488)  -0.272
C (0.156, 0.397, -0.859)  0.284
H (-0.751, -2.060, 1.508)  0.214
H (-1.696, 0.228, 1.268)  0.223
H (0.243, -0.376, 2.612)  0.251
H (1.753, -0.753, 0.221)  0.244
H (1.222, 1.098, 0.898)  0.262
H (-1.860, -0.615, -1.023)  0.288
H (-0.814, 0.027, -2.501)  0.335
H (1.546, 1.642, -1.082)  0.220
N (-0.794, -0.394, -1.461)  -0.486
N (0.799, 1.323, -1.635)  -0.786

Forces on atoms 1 to 2 (eV/Å):
1.158 -0.606 -0.202
2.358 -0.015 1.228

=====

Computed, not measured: C16H26BeN2OSi as an isolated structure at a distorted geometry, with ωB97M-V/def2-TZVPD.

Properties
**HOMO (alpha / beta)**: -3.2 / -3.1 eV
**2S+1**: 1
**Orbital gap (alpha / beta)**: 2.215 / 2.200 eV

Each line ends with the Mulliken charge.
Atoms and positions in Å:
C (-1.238, -0.344, 1.351)  -0.228
C (-0.304, 0.845, 1.378)  -0.279
H (-2.315, -0.136, 1.384)  0.267
H (-0.953, -1.005, 2.176)  0.275
H (-1.036, -0.937, 0.450)  -0.408
H (-0.042, 1.292, 0.413)  0.368
H (-1.216, 2.671, 1.671)  0.306
H (0.632, 0.585, 1.892)  0.177
C (-1.385, -1.916, -2.345)  0.035
C (-2.156, -1.866, -3.522)  -0.735
C (-1.514, -1.654, -4.749)  -0.465
C (-0.161, -1.282, -4.779)  -0.703
H (-1.781, -2.068, -1.333)  0.355
H (-3.234, -2.001, -3.435)  0.332
H (-2.077, -1.753, -5.677)  0.386
H (0.345, -0.989, -5.708)  0.287
N (-0.046, -1.740, -2.399)  0.012
C (0.555, -1.304, -3.563)  0.543
C (1.872, -0.725, -3.280)  0.443
N (2.184, -0.788, -1.936)  -0.108
C (3.034, 0.094, -1.363)  -0.128
C (3.786, 0.688, -3.569)  -0.418
C (3.935, 0.787, -2.178)  -0.582
H (2.913, 0.233, -0.281)  0.364
H (4.745, 1.380, -1.754)  0.326
C (2.666, 0.061, -4.129)  -0.797
H (2.420, 0.145, -5.183)  0.281
H (4.535, 1.138, -4.225)  0.374
Be (1.238, -2.005, -1.389)  -0.517
C (1.561, -3.404, -0.477)  -0.707
H (2.608, -3.445, -0.098)  0.207
H (1.279, -4.406, -0.869)  0.267
H (0.913, -3.301, 0.417)  0.068
C (-1.427, 0.223, 4.703)  -1.034
Si (-1.491, 1.952, 3.975)  0.332
C (-3.180, 2.450, 3.379)  -1.040
C (-0.183, 3.145, 4.546)  -0.986
O (-0.861, 1.932, 2.216)  -0.053
H (-1.655, 0.297, 5.781)  0.393
H (-0.442, -0.259, 4.609)  0.374
H (-2.179, -0.452, 4.268)  0.336
H (-3.898, 2.653, 4.186)  0.376
H (-3.155, 3.347, 2.741)  0.361
H (-3.601, 1.641, 2.753)  0.324
H (0.822, 2.698, 4.479)  0.337
H (-0.157, 4.033, 3.897)  0.330
H (-0.357, 3.490, 5.575)  0.356

Forces on atoms 1 to 2 (eV/Å):
0.425 -0.758 -0.105
0.530 -0.360 0.093

=====

Across the entries above, energy relative to the best compared isomer or geometry (same formula, charge and spin) takes the values 357.94 689.40 0.00 kJ/mol, respectively.
Across the entries above, calculated total energy takes the values -1946.577893 -228.386078 -1114.165708 Eh, respectively.